No. 1
{
  "formula": "C2H2N2O3",
  "method": "ωB97M-V/def2-TZVPD",
  "e_above_lowest_kcal_mol": 112.4,
  "smiles": "O=C1ON=CNO1",
  "total_charge": 0,
  "total_energy_ha": -412.47189,
  "fmax_ev_per_a": 7.9,
  "homo_ev": -10.900,
  "mol_weight_g_mol": 102.0,
  "homo_lumo_gap_ev": 9.936,
  "species": ["O", "C", "O", "N", "C", "N", "O", "H", "H"],
  "coordinates": [[-2.724, 0.098, -0.139], [-1.482, 0.156, 0.145], [-0.793, 1.388, -0.175], [0.679, 1.279, 0.318], [1.263, 0.240, 0.012], [0.533, -0.831, -0.446], [-0.688, -0.736, 0.603], [2.422, 0.181, -0.081], [0.790, -1.775, -0.237]],
  "lowdin_charge": [0.094, -0.529, 0.022, 0.128, -0.257, 0.174, 0.063, 0.174, 0.130]
}



No. 2
{
  "formula": "C2H2N2O4",
  "method": "ωB97M-V/def2-TZVPD",
  "e_above_lowest_kcal_mol": 141.1,
  "total_charge": 0,
  "total_energy_ha": -487.62883,
  "fmax_ev_per_a": 5.1,
  "homo_ev": -10.017,
  "mol_weight_g_mol": 118.0,
  "homo_lumo_gap_ev": 8.448,
  "species": ["C", "C", "H", "H", "N", "N", "O", "O", "O", "O"],
  "coordinates": [[-0.740, -0.069, -0.068], [0.766, -0.492, -0.226], [-0.281, -1.914, 1.086], [0.716, 2.541, -0.658], [-1.356, -0.355, 1.064], [0.445, 1.662, -1.400], [-1.010, -1.544, 1.674], [-1.180, 1.080, -0.809], [1.327, 0.490, -0.936], [1.314, -1.399, 0.273]],
  "lowdin_charge": [-0.230, -0.445, 0.094, 0.194, 0.073, 0.195, -0.026, -0.022, -0.005, 0.172]
}



No. 3
{
  "formula": "C2H2N2OS",
  "method": "ωB97M-V/def2-TZVPD",
  "e_above_lowest_kcal_mol": 56.0,
  "smiles": "C1=NOC=NS1",
  "total_charge": 0,
  "total_energy_ha": -660.25842,
  "fmax_ev_per_a": 0.8,
  "homo_ev": -9.122,
  "mol_weight_g_mol": 102.1,
  "homo_lumo_gap_ev": 9.507,
  "species": ["C", "N", "O", "C", "N", "S", "H", "H"],
  "coordinates": [[0.938, -0.990, 0.084], [0.883, -0.329, -1.004], [-0.357, 0.360, -1.203], [-0.874, 0.990, -0.109], [-0.914, 0.571, 1.078], [-0.275, -0.998, 1.334], [1.873, -1.552, 0.216], [-1.274, 1.949, -0.397]],
  "lowdin_charge": [-0.482, 0.029, -0.103, -0.323, -0.255, 0.918, 0.087, 0.129]
}